Density functional theory data (the ωB97M-V functional and the def2-TZVPD basis) for the molecule C17H19N5OS2 in a non-equilibrium geometry.

## Properties
HOMO-LUMO gap, eV: 8.8
ΔE to the lowest compared entry with this formula, charge and spin, kcal/mol: 0.00
Structure (SMILES): CCc1nnc(NC(=O)CSc2ncc(-c3ccccc3)n2CC)s1
Spin multiplicity: 1

CARTESIAN COORDINATES (ANGSTROEM)
C: -5.99 -3.35 1.22
C: -6.13 -2.02 0.49
C: -4.80 -1.46 0.12
N: -3.79 -2.16 -0.24
N: -2.71 -1.45 -0.55
C: -2.88 -0.18 -0.43
N: -1.92 0.74 -0.68
C: -2.11 2.07 -0.47
O: -3.15 2.54 -0.08
C: -0.89 2.91 -0.78
S: 0.43 2.72 0.47
C: 1.22 1.28 -0.13
N: 0.73 0.47 -1.04
C: 1.65 -0.52 -1.18
C: 2.72 -0.30 -0.34
C: 3.91 -1.12 -0.17
C: 3.77 -2.50 -0.13
C: 4.88 -3.32 0.01
C: 6.14 -2.77 0.12
C: 6.29 -1.39 0.08
C: 5.19 -0.57 -0.07
N: 2.43 0.87 0.33
C: 3.18 1.51 1.38
C: 3.88 2.78 0.90
S: -4.49 0.27 0.11
H: -5.45 -3.21 2.16
H: -6.97 -3.76 1.44
H: -5.43 -4.05 0.61
H: -6.71 -2.16 -0.42
H: -6.66 -1.29 1.11
H: -0.97 0.42 -0.97
H: -1.16 3.97 -0.76
H: -0.46 2.64 -1.75
H: 1.49 -1.31 -1.88
H: 2.78 -2.93 -0.21
H: 4.75 -4.39 0.03
H: 7.00 -3.40 0.23
H: 7.28 -0.95 0.15
H: 5.33 0.50 -0.14
H: 3.91 0.79 1.76
H: 2.48 1.77 2.19
H: 4.54 2.57 0.06
H: 4.46 3.21 1.71
H: 3.14 3.52 0.58



Density functional theory data (the ωB97M-V functional and the def2-TZVPD basis) for a structure of composition C17H19N7PPdS.

## Properties
Net charge: +1
HOMO-LUMO gap, eV: 6.6
Spin multiplicity: 1

CARTESIAN COORDINATES (ANGSTROEM)
Pd: -0.01 -0.14 0.46
C: 2.34 1.43 4.77
N: 2.41 0.89 3.42
C: 3.39 0.06 2.94
C: 3.02 -0.30 1.69
N: 1.84 0.31 1.38
C: 1.46 0.99 2.47
P: 0.00 2.09 2.63
C: 0.00 2.63 0.91
N: 0.00 1.79 -0.11
C: 0.00 2.53 -1.26
C: 0.00 3.85 -0.92
N: 0.00 3.90 0.45
C: 0.00 5.12 1.25
C: -1.47 0.99 2.47
N: -1.85 0.31 1.38
C: -3.03 -0.30 1.69
C: -3.40 0.06 2.95
N: -2.42 0.89 3.42
C: -2.35 1.42 4.78
H: 3.20 1.06 5.33
H: 2.37 2.51 4.76
H: 1.44 1.08 5.26
H: 4.25 -0.20 3.53
H: 3.53 -0.94 0.98
H: 0.00 2.08 -2.24
H: 0.00 4.73 -1.52
H: 0.00 5.97 0.58
H: -0.89 5.17 1.88
H: 0.89 5.16 1.88
H: -3.55 -0.93 0.98
H: -4.26 -0.20 3.54
H: -3.20 1.05 5.33
H: -1.44 1.07 5.26
H: -2.37 2.51 4.77
S: -0.07 -1.60 3.63
C: -0.03 -2.54 2.21
C: -0.02 -3.97 2.30
C: 0.01 -4.77 1.20
C: 0.03 -4.19 -0.08
C: 0.02 -2.84 -0.15
N: -0.01 -2.04 0.94
H: -0.03 -4.39 3.30
H: 0.02 -5.84 1.31
H: 0.05 -4.79 -0.98
H: 0.03 -2.33 -1.11



Density functional theory data (the ωB97M-V functional and the def2-TZVPD basis) for a cluster of 2 separate species, C17H19NO in total in a non-equilibrium geometry.

## Properties
HOMO-LUMO gap, eV: 8.6
ΔE to the lowest compared entry with this formula, charge and spin, kcal/mol: 53.60
Structure (SMILES): Cc1c[nH]c2ccccc12.CCc1ccc(O)cc1
Spin multiplicity: 1

CARTESIAN COORDINATES (ANGSTROEM)
C: 2.88 -0.36 1.77
C: 1.53 -0.84 2.17
C: 1.18 -2.12 2.49
N: -0.15 -2.15 2.93
C: -0.66 -0.90 2.75
C: -2.01 -0.40 2.80
C: -2.26 0.85 2.33
C: -1.22 1.70 1.82
C: 0.06 1.31 1.97
C: 0.37 -0.01 2.37
H: 3.78 -0.79 2.20
H: 2.93 0.73 1.77
H: 2.98 -0.69 0.72
H: 1.83 -2.97 2.55
H: -0.72 -2.93 3.19
H: -2.72 -1.12 3.20
H: -3.25 1.28 2.34
H: -1.40 2.73 1.58
H: 0.87 2.04 1.97
C: 2.68 0.51 -2.17
C: 1.50 0.55 -3.15
C: 0.14 0.55 -2.49
C: -0.15 -0.05 -1.29
C: -1.45 -0.48 -0.99
C: -2.50 -0.10 -1.77
O: -3.81 -0.40 -1.51
C: -2.24 0.73 -2.91
C: -0.95 1.07 -3.25
H: 2.53 1.13 -1.29
H: 3.65 0.61 -2.65
H: 2.69 -0.51 -1.77
H: 1.59 1.37 -3.86
H: 1.42 -0.42 -3.66
H: 0.64 -0.51 -0.71
H: -1.64 -1.14 -0.15
H: -4.16 -1.18 -1.94
H: -3.17 1.06 -3.37
H: -0.77 1.85 -3.96



Density functional theory data (the ωB97M-V functional and the def2-TZVPD basis) for the molecule C17H19NO4S2.

## Properties
HOMO-LUMO gap, eV: 9.3
ΔE to the lowest compared entry with this formula, charge and spin, kcal/mol: 16.76
Structure (SMILES): COc1cccc(CN(C(=O)c2cccs2)[C@@H]2CCS(=O)(=O)C2)c1
Spin multiplicity: 1

CARTESIAN COORDINATES (ANGSTROEM)
C: 0.87 2.73 -2.80
O: 0.36 3.58 -1.80
C: 0.21 3.08 -0.55
C: -0.28 3.97 0.41
C: -0.47 3.55 1.71
C: -0.18 2.25 2.08
C: 0.30 1.36 1.14
C: 0.61 -0.07 1.51
N: 0.04 -1.00 0.56
C: 0.76 -1.81 -0.26
O: 0.23 -2.59 -1.04
C: 2.24 -1.74 -0.18
C: 3.06 -2.77 0.17
C: 4.43 -2.46 0.02
C: 4.63 -1.21 -0.46
S: 3.16 -0.38 -0.74
C: -1.41 -0.99 0.47
C: -2.05 -2.35 0.81
C: -3.55 -2.18 0.68
S: -3.73 -0.94 -0.65
O: -4.33 -1.50 -1.82
O: -4.34 0.24 -0.10
C: -1.95 -0.61 -0.90
C: 0.49 1.77 -0.17
H: 1.87 2.36 -2.55
H: 0.93 3.35 -3.70
H: 0.21 1.88 -2.99
H: -0.51 4.98 0.11
H: -0.86 4.25 2.45
H: -0.34 1.93 3.10
H: 0.21 -0.29 2.50
H: 1.69 -0.23 1.55
H: 2.70 -3.72 0.53
H: 5.23 -3.14 0.26
H: 5.56 -0.72 -0.69
H: -1.77 -0.24 1.19
H: -1.68 -3.09 0.10
H: -1.76 -2.66 1.82
H: -4.06 -3.09 0.38
H: -4.01 -1.75 1.56
H: -1.82 0.44 -1.14
H: -1.58 -1.26 -1.68
H: 0.87 1.06 -0.89



Density functional theory data (the ωB97M-V functional and the def2-TZVPD basis) for the molecule C17H19NO5 in a non-equilibrium geometry.

## Properties
HOMO-LUMO gap, eV: 8.3
ΔE to the lowest compared entry with this formula, charge and spin, kcal/mol: 56.28
Structure (SMILES): CCC1(CC)C(=O)NC=C(COC(=O)c2ccccc2O)C1=O
Spin multiplicity: 1

CARTESIAN COORDINATES (ANGSTROEM)
C: 3.82 -2.01 -2.08
C: 2.69 -2.22 -1.06
C: 1.50 -1.20 -1.17
C: 1.86 0.27 -0.86
C: 0.66 1.22 -1.01
C: 0.74 -1.33 -2.50
O: 1.30 -0.94 -3.53
N: -0.60 -1.61 -2.67
C: -1.44 -1.87 -1.65
C: -0.93 -1.89 -0.36
C: -1.91 -2.07 0.80
O: -1.80 -0.92 1.67
C: -2.49 0.15 1.31
O: -3.53 0.09 0.65
C: -2.03 1.47 1.79
C: -2.83 2.62 1.63
C: -2.42 3.88 2.02
C: -1.18 4.06 2.65
C: -0.39 2.93 2.88
C: -0.80 1.67 2.42
O: 0.12 0.69 2.65
C: 0.50 -1.66 -0.09
O: 0.86 -1.78 1.10
H: 4.26 -1.02 -1.97
H: 4.62 -2.75 -1.89
H: 3.48 -2.13 -3.11
H: 3.12 -2.23 -0.03
H: 2.33 -3.24 -1.25
H: 2.20 0.38 0.16
H: 2.68 0.63 -1.52
H: 1.03 2.24 -0.85
H: -0.10 0.99 -0.26
H: 0.14 1.12 -1.95
H: -0.94 -1.52 -3.61
H: -2.51 -2.05 -1.78
H: -2.97 -2.18 0.50
H: -1.73 -3.01 1.33
H: -3.83 2.47 1.21
H: -3.07 4.76 1.91
H: -0.80 5.04 2.84
H: 0.52 3.07 3.47
H: -0.11 -0.12 2.21



Density functional theory data (the ωB97M-V functional and the def2-TZVPD basis) for a structure of composition C17H20As2ClFeO2 in a non-equilibrium geometry.

## Properties
Net charge: +2
HOMO-LUMO gap (alpha / beta), eV: 7.3 / 5.4
ΔE to the lowest compared entry with this formula, charge and spin, kcal/mol: 0.00
⟨S²⟩: 8.7855
Spin multiplicity: 6

CARTESIAN COORDINATES (ANGSTROEM)
Fe: 0.26 0.79 0.22
Cl: 6.10 5.13 -0.57
C: 4.98 3.89 -0.46
C: 5.41 2.56 -0.25
C: 4.49 1.56 -0.16
C: 3.08 1.83 -0.26
O: 2.25 0.88 -0.17
C: 2.66 3.20 -0.49
C: 1.25 3.56 -0.62
O: 0.32 2.78 -0.50
C: 3.60 4.19 -0.59
H: 6.47 2.35 -0.17
H: 4.78 0.53 -0.01
H: 1.03 4.61 -0.84
H: 3.31 5.22 -0.76
C: -3.72 1.61 0.02
As: -2.19 0.51 -0.34
C: -2.42 -0.01 -2.19
C: -2.57 -1.16 0.59
C: -3.78 -1.37 1.24
C: -4.03 -2.58 1.87
C: -3.07 -3.58 1.87
C: -1.85 -3.37 1.25
C: -1.59 -2.16 0.62
As: 0.15 -1.78 -0.12
C: 0.62 -3.23 -1.30
C: 1.26 -2.11 1.46
H: -4.62 1.06 -0.24
H: -3.66 2.50 -0.60
H: -3.75 1.90 1.07
H: -3.34 -0.57 -2.27
H: -1.58 -0.62 -2.52
H: -2.47 0.88 -2.81
H: -4.55 -0.61 1.24
H: -4.98 -2.74 2.37
H: -3.27 -4.53 2.36
H: -1.10 -4.16 1.27
H: 0.56 -4.16 -0.74
H: 1.63 -3.08 -1.67
H: -0.08 -3.24 -2.13
H: 0.98 -3.05 1.94
H: 1.12 -1.32 2.20
H: 2.31 -2.13 1.17